The following is a quantum chemistry calculation of a structure of composition CNO5S2Tb at a distorted geometry, from the OMol25 dataset.

The geometry in XYZ format:
```
10
CNO5S2Tb | the OMol25 dataset | ωB97M-V with the def2-TZVPD basis set
O 0.074 2.343 -0.511
C 1.229 2.596 -0.547
O 2.224 3.185 -0.535
Tb -0.755 0.455 0.853
N -1.269 -1.609 -0.223
S -1.767 -2.150 1.313
O -1.540 -0.770 2.214
S 0.367 -1.894 -0.576
O 0.994 -0.464 0.086
O 0.443 -1.692 -2.075
```

- Gap between HOMO and LUMO (alpha / beta): 5.834 / 6.173 eV
- 2S+1: 7


The following is a quantum chemistry calculation of a cluster of 2 separate species, CNOP in total at a distorted geometry, from the OMol25 dataset.

The geometry in XYZ format:
```
4
CNOP | the OMol25 dataset | ωB97M-V with the def2-TZVPD basis set
C -0.689 -0.530 0.273
N -1.526 -1.258 0.552
O 1.890 1.725 -0.962
P 1.911 0.869 0.193
```

- Gap between HOMO and LUMO (alpha / beta): 6.994 / 6.995 eV
- Energy above the lowest of the compared OMol25 structures with the same formula, charge and spin: 1.717 eV


The following is a quantum chemistry calculation of a cluster of 2 separate species, CNOS3 in total at a distorted geometry, from the OMol25 dataset.

The geometry in XYZ format:
```
6
CNOS3 | the OMol25 dataset | ωB97M-V with the def2-TZVPD basis set
C -1.237 -0.392 0.224
N 0.332 1.198 0.515
O -0.872 -1.096 1.114
S 2.235 -0.781 -0.839
S 1.672 1.032 -0.031
S -2.130 0.041 -0.983
```

- Gap between HOMO and LUMO: 7.309 eV
- Energy above the lowest of the compared OMol25 structures with the same formula, charge and spin: 1.126 eV
- Total charge: -1


The following is a quantum chemistry calculation of a cluster of 2 separate species, CNPS in total at a distorted geometry, from the OMol25 dataset.

The geometry in XYZ format:
```
4
CNPS | the OMol25 dataset | ωB97M-V with the def2-TZVPD basis set
C -0.629 -0.291 -0.076
N -1.345 -0.913 0.564
P 2.119 0.615 -1.007
S 2.541 2.204 -0.052
```

- Gap between HOMO and LUMO (alpha / beta): 6.239 / 6.241 eV
- Energy above the lowest of the compared OMol25 structures with the same formula, charge and spin: 2.532 eV


| no. | molecular weight (g mol⁻¹) |
| --- | --- |
| 1 | 329.072 |
| 2 | 72.991 |
| 3 | 138.218 |
| 4 | 89.059 |